Record 1
70
Properties=species:S:1:pos:R:3:forces:R:3 method="wB97M-V/def2-TZVPD" homo_ev="-16.097 / -14.933" fmax_ev_per_a=6.318 e_above_lowest_kcal_mol=0.0 molar_mass_da=842.8 orbital_gap_ev="5.315 / 1.377" charge=+3 e_tot_ev=-120639.0777
Pb 0.05120 -0.75185 0.06955 0.5 -1.1 0.5
C 2.11677 -0.81454 3.03875 0.4 0.3 1.1
C 3.02407 -1.60670 2.07712 1.1 -0.6 1.3
C 3.42610 -1.03949 0.74417 -0.4 0.9 -1.2
C 4.61437 -0.27623 0.62176 -1.3 -0.8 1.5
C 5.03327 0.16118 -0.58858 0.3 1.1 -1.5
C 4.21067 -0.15885 -1.69330 1.3 0.4 -2.2
C 3.05895 -0.92034 -1.56827 1.1 0.7 1.0
N 2.62244 -1.28129 -0.35285 0.4 -0.1 1.7
N 0.75316 -1.24193 2.86114 -1.5 -1.0 -0.6
C -0.28930 -0.37622 3.40236 -0.2 0.3 -1.5
C -1.28302 1.51298 2.25349 0.9 1.1 1.6
C -1.81600 2.70084 2.78261 1.0 0.1 1.2
C -3.02945 3.15179 2.31831 0.8 0.4 -0.6
C -3.65465 2.42276 1.33680 -1.0 -0.5 -1.2
C -3.05998 1.24580 0.87146 -0.7 1.6 0.0
N -1.82841 0.90684 1.25341 -1.0 -2.0 -0.7
C 0.51599 -2.67771 3.32766 2.0 1.3 0.0
C -0.30070 -3.39848 2.33123 -1.9 -1.2 0.8
C -1.54381 -3.93591 2.69812 -0.6 0.4 0.1
C -2.31546 -4.68288 1.80816 2.0 0.5 -0.8
C -1.75872 -4.88063 0.54594 0.6 0.5 -0.1
C -0.49652 -4.34734 0.26285 -0.3 0.3 0.0
N 0.20975 -3.59844 1.13759 0.2 -0.3 -1.5
H 2.15651 0.27219 2.90486 0.2 -0.2 -0.3
H 2.43789 -0.97488 4.11690 -0.2 0.0 -1.1
H 2.58089 -2.59230 1.86647 0.1 0.4 0.1
H 3.92716 -1.80587 2.74067 -0.6 0.2 -1.4
H 5.10899 -0.00509 1.54811 0.3 -0.3 -0.2
H 5.97141 0.79176 -0.66991 -1.3 -0.9 -0.1
H 4.53154 0.15245 -2.74676 -0.4 -0.5 1.7
H 2.52389 -1.31442 -2.41285 -0.3 0.3 -0.3
H -0.20225 -0.29658 4.47104 0.0 0.5 0.7
H -1.32580 -0.72870 3.12470 1.2 0.0 0.3
H -1.25872 3.26749 3.55499 -0.3 -0.7 -0.5
H -3.40238 4.13225 2.57122 -0.2 -0.1 0.3
H -4.55568 2.81595 0.82846 0.4 -0.6 0.6
H -3.64047 0.65377 0.17110 0.6 -0.2 -0.2
H 0.14558 -2.60864 4.34637 -0.6 -0.4 0.1
H 1.50464 -3.22200 3.42599 -1.0 0.8 -0.2
H -1.96169 -3.65649 3.65573 0.1 -0.3 0.2
H -3.23521 -5.14832 2.01763 -1.1 -0.1 0.6
H -2.29288 -5.37292 -0.24846 -0.1 -0.4 0.0
H -0.05175 -4.51270 -0.72966 -0.1 0.1 0.5
Se -1.55402 3.76843 -6.68222 0.7 -1.6 2.0
N -1.85627 1.89872 -6.21356 0.5 3.4 0.5
C -1.38964 1.84421 -4.99491 0.6 0.3 -0.8
C -1.47182 0.59523 -4.27389 1.9 -0.2 2.1
C -2.12534 -0.45153 -4.84862 -1.5 -1.9 0.2
C -2.16871 -1.66511 -4.15814 -0.1 0.9 -0.1
C -1.33574 -1.79574 -3.04037 -1.4 -2.3 -0.4
N -0.69491 -0.84248 -2.41545 0.3 2.2 -0.9
C -0.77420 0.38507 -3.01153 -0.9 -0.4 -1.8
C -0.03649 1.48893 -2.44995 0.8 1.5 1.1
N 0.53174 1.31294 -1.19945 -0.7 1.2 -1.7
C 1.18641 2.36522 -0.69828 0.8 0.3 -0.2
C 1.52963 3.50958 -1.43862 -1.1 -0.7 -0.8
C 1.03347 3.66895 -2.74560 0.2 -0.7 1.7
C 0.11016 2.72773 -3.17502 -0.3 -1.1 0.0
C -0.63382 2.98183 -4.42739 -0.1 -0.1 0.2
N -0.61967 4.14147 -5.04105 -1.2 -2.0 -1.7
H -2.69427 -0.33441 -5.76700 0.2 0.1 0.1
H -2.92233 -2.42219 -4.40793 0.9 0.0 -0.2
H -1.25563 -2.81637 -2.65851 0.0 0.3 0.4
H 1.57834 2.25883 0.31754 -0.2 0.0 -0.2
H 2.09355 4.27322 -0.97202 0.7 0.5 0.3
H 1.32446 4.44798 -3.42656 0.0 0.5 0.2
O -2.28828 5.42805 4.73613 -2.1 5.0 -3.2
N -2.67469 6.31121 4.14110 2.1 -4.8 3.4
O -0.11430 0.96000 2.77517 -0.7 -0.2 0.0

Record 2
45
Properties=species:S:1:pos:R:3:forces:R:3 method="wB97M-V/def2-TZVPD" homo_ev=-4.849 fmax_ev_per_a=1.078 e_above_lowest_kcal_mol=0.0 molar_mass_da=531.9 orbital_gap_ev=7.414 charge=-1 e_tot_ev=-47434.5142
Sr 0.24117 1.19060 -0.17528 0.9 0.6 -0.3
C -3.03650 1.30049 3.26668 0.1 0.0 -0.1
C -2.53165 0.99617 1.86519 -0.1 0.1 0.3
O -1.36598 1.31605 1.61412 -0.3 0.0 0.5
C -3.40886 0.36655 0.90880 0.0 -0.1 -0.3
C -4.71337 -0.00927 1.29097 -0.1 0.0 0.0
C -5.58806 -0.61878 0.43182 -0.1 0.0 0.3
C -5.17190 -0.87819 -0.88045 0.1 0.0 -0.2
C -3.92364 -0.53095 -1.30278 0.1 0.0 -0.1
C -2.97098 0.11211 -0.44232 -0.4 -0.2 0.1
O -1.82802 0.41229 -0.88711 -0.3 -0.1 -0.3
H -2.23714 1.79362 3.81452 0.0 0.0 0.0
H -3.31875 0.38537 3.78454 0.0 -0.1 0.0
H -3.91026 1.94858 3.23600 -0.1 0.0 0.0
H -5.03651 0.18692 2.30344 0.0 0.0 0.1
H -6.58109 -0.89832 0.75687 0.0 0.0 0.0
H -5.85315 -1.36339 -1.56960 0.0 0.0 0.0
H -3.59732 -0.73147 -2.31585 0.0 0.0 0.0
F 2.97505 1.38382 -5.52591 0.0 0.0 0.0
C 2.80092 0.67001 -4.38134 0.0 0.0 0.0
C 1.94783 1.13249 -3.40458 0.0 0.1 -0.1
C 1.73461 0.43513 -2.21452 0.2 -0.3 -0.1
C 2.43760 -0.79006 -2.04908 0.2 0.1 -0.4
C 3.30006 -1.21251 -3.07239 -0.1 0.2 0.0
F 4.03486 -2.36500 -3.00504 0.0 -0.1 0.1
C 3.50048 -0.51013 -4.24357 -0.1 0.1 0.1
C 2.23437 -1.57226 -0.80500 0.2 -0.4 0.0
C 2.84190 -2.81294 -0.53962 0.0 0.1 0.0
C 2.59463 -3.47571 0.64491 -0.1 0.1 0.0
C 1.73828 -2.90966 1.57444 -0.1 0.1 0.0
C 1.17279 -1.69065 1.24013 0.0 -0.3 0.5
N 1.40529 -1.04919 0.11014 0.1 -0.1 -0.2
H 1.44840 2.07567 -3.59643 0.0 0.1 0.0
H 4.17609 -0.87319 -5.00258 0.0 0.0 0.0
H 3.50557 -3.25675 -1.25442 0.1 0.0 -0.1
H 3.07167 -4.42846 0.83734 0.0 0.0 0.0
H 1.51500 -3.38413 2.51844 0.0 0.0 0.0
H 0.49749 -1.19667 1.93493 0.0 0.0 0.0
F 2.69407 3.84272 0.52183 0.0 0.1 0.0
C 2.19461 2.66759 1.10735 -0.2 0.0 0.1
F 3.31679 1.81525 1.14386 0.1 -0.1 0.0
C 1.99368 3.04315 2.56256 0.2 0.1 0.2
F 3.06444 3.57823 3.20168 0.1 0.0 0.0
F 0.99831 3.93920 2.70576 -0.2 0.2 -0.1
F 1.63723 1.96565 3.29157 0.0 -0.3 0.0

Record 3
9
Properties=species:S:1:pos:R:3:forces:R:3 method="wB97M-V/def2-TZVPD" homo_ev=-9.000 fmax_ev_per_a=4.696 e_above_lowest_kcal_mol=43.8 molar_mass_da=62.1 orbital_gap_ev=9.594 charge=0 e_tot_ev=-10951.8427
N -0.27688 -0.89910 1.36280 1.2 1.1 -0.1
N 0.50897 -0.86783 0.13557 2.9 -1.5 2.3
Si 0.13899 0.32650 -0.94411 0.2 4.2 2.1
H -1.10176 -1.16837 0.90746 -2.2 -0.5 0.5
H -0.39335 0.08545 1.74993 0.2 -1.4 -0.8
H 1.49872 -1.19086 0.32810 -1.8 0.7 -0.4
H -1.32471 0.22461 -1.04357 0.0 -0.1 -1.1
H 1.45172 0.51827 -1.59626 -0.6 -0.1 -1.1
H 0.02504 2.11679 0.05072 0.2 -2.5 -1.4

Record 4
17
Properties=species:S:1:pos:R:3:forces:R:3 method="wB97M-V/def2-TZVPD" homo_ev=-6.224 fmax_ev_per_a=3.388 e_above_lowest_kcal_mol=192.3 molar_mass_da=94.2 orbital_gap_ev=4.616 charge=0 e_tot_ev=-7412.6977
C 0.11177 -1.52271 0.71203 -1.9 -2.4 1.4
C 0.77958 -2.65765 0.09067 1.4 0.4 -0.6
C 1.26241 0.06640 -0.72051 -0.1 -3.1 -0.2
C 0.32071 -0.29712 0.35466 -0.4 2.0 -1.8
C 0.34064 1.18283 0.41797 -0.8 -0.5 1.4
C -0.65380 2.00468 -0.12668 1.6 -2.3 0.8
C -1.94367 1.29613 -0.43196 -0.1 1.0 -0.5
H -0.61833 -1.97879 1.42868 0.6 1.4 0.6
H 1.47916 -3.16083 0.75998 -0.2 -0.1 0.1
H 0.36162 -3.37536 -0.61335 -0.1 0.8 -0.4
H 2.16708 -0.53081 -0.51607 0.6 0.8 -0.5
H 0.83583 0.12219 -1.71878 0.3 0.4 0.1
H 1.18982 1.39616 1.06375 -0.2 1.2 -0.3
H -0.31049 2.97872 -0.43405 -0.7 0.4 0.0
H -2.18728 0.54652 0.32936 0.3 0.1 -0.2
H -2.75724 2.01941 -0.44788 -0.2 0.0 -0.2
H -1.91985 0.81407 -1.42873 -0.1 0.1 0.4

Record 5
54
Properties=species:S:1:pos:R:3:forces:R:3 method="wB97M-V/def2-TZVPD" smiles="O=C(COC(=O)Cn1cnc2ccccc21)Nc1cccc(S(=O)(=O)N2CCOCC2)c1" homo_ev=-8.917 fmax_ev_per_a=1.099 e_above_lowest_kcal_mol=66.5 molar_mass_da=458.5 orbital_gap_ev=9.242 charge=0 e_tot_ev=-51215.0582
O 1.79554 -0.05356 -1.70089 0.2 0.2 -0.2
C 1.63538 -0.80778 -0.77130 0.1 -0.7 0.3
C 2.58600 -1.99883 -0.57808 0.4 0.2 -0.6
O 2.06006 -2.96032 0.32880 -0.1 0.3 0.2
C 2.21253 -4.25686 0.04341 0.0 -0.3 0.0
O 2.79840 -4.69489 -0.90349 0.0 -0.1 0.0
C 1.51197 -5.11835 1.10115 0.2 0.1 -0.3
N 0.82460 -4.31507 2.06370 -0.3 -0.2 0.3
C -0.37580 -3.69560 1.86913 -0.1 0.0 0.1
N -0.66346 -2.80544 2.76587 -0.5 0.1 -0.1
C 0.40714 -2.79571 3.62940 0.7 -0.5 -0.1
C 0.63939 -2.03164 4.76718 0.0 -0.1 0.0
C 1.82939 -2.23027 5.43415 -0.1 0.1 0.1
C 2.77322 -3.15984 4.99148 0.1 -0.1 0.0
C 2.56190 -3.92797 3.86429 0.1 -0.1 -0.1
C 1.36718 -3.73557 3.18975 -0.2 0.4 0.4
N 0.68034 -0.71513 0.18360 -0.1 -0.3 0.4
C -0.32940 0.24710 0.30755 -0.3 0.5 -0.1
C -1.30916 0.04234 1.28144 0.0 0.1 0.0
C -2.33285 0.95739 1.44274 0.1 0.0 -0.1
C -2.39498 2.08767 0.64064 -0.2 0.2 0.0
C -1.41519 2.28003 -0.31189 -0.2 0.3 -0.2
S -1.43269 3.75110 -1.33454 0.1 -0.4 0.0
O -0.32074 4.58211 -0.97820 0.2 -0.1 -0.1
O -2.75026 4.32694 -1.27261 0.0 -0.3 0.0
N -1.10785 3.07093 -2.83093 -0.1 0.4 1.0
C -2.27086 2.52449 -3.49894 -0.5 0.0 -0.3
C -3.00571 3.61060 -4.29209 -0.1 -0.2 0.2
O -2.12992 4.26893 -5.18213 0.0 -0.1 -0.2
C -1.05745 4.87159 -4.48928 0.3 -0.1 0.1
C -0.24715 3.82664 -3.71935 0.2 0.6 -0.2
C -0.38157 1.38411 -0.49289 0.3 -0.2 0.0
H 2.78266 -2.46535 -1.54906 -0.1 0.2 0.2
H 3.53377 -1.61710 -0.18160 -0.1 -0.1 0.0
H 2.26556 -5.73978 1.59331 -0.1 0.0 -0.1
H 0.81139 -5.78122 0.58366 0.1 0.1 0.1
H -1.01566 -3.94479 1.04355 -0.1 -0.1 -0.3
H -0.09197 -1.31567 5.10500 -0.1 0.1 0.1
H 2.04348 -1.65473 6.32188 0.0 0.1 0.1
H 3.69197 -3.27883 5.54561 0.1 0.0 0.0
H 3.29839 -4.64251 3.52802 0.1 -0.1 0.0
H 0.65686 -1.44299 0.88742 0.1 0.1 -0.1
H -1.26770 -0.83897 1.90831 0.0 0.0 0.0
H -3.08539 0.78669 2.19688 -0.1 0.0 0.1
H -3.18265 2.81735 0.73619 -0.1 0.0 0.1
H -2.92588 2.10254 -2.73603 -0.1 -0.2 -0.2
H -1.92940 1.73022 -4.17077 0.0 0.0 0.1
H -3.79485 3.17666 -4.90855 0.0 0.0 0.1
H -3.43845 4.33081 -3.58393 0.0 -0.1 -0.1
H -0.44569 5.36479 -5.24638 0.0 0.0 0.1
H -1.44172 5.61819 -3.77763 0.0 0.0 -0.1
H 0.51250 4.30488 -3.10248 0.1 0.0 -0.2
H 0.22232 3.12104 -4.41195 0.0 0.0 0.1
H 0.36029 1.57340 -1.24894 0.1 -0.1 0.0

Record 6
9
Properties=species:S:1:pos:R:3:forces:R:3 method="wB97M-V/def2-TZVPD" homo_ev=-15.114 fmax_ev_per_a=3.889 e_above_lowest_kcal_mol=128.1 molar_mass_da=83.1 orbital_gap_ev=7.351 charge=+1 e_tot_ev=-8276.0613
C 0.53881 0.83889 -0.59860 2.9 -2.5 0.5
C -0.59747 -1.82110 1.36579 1.7 -2.0 1.7
C -0.98068 -0.82990 0.81125 -0.4 1.0 -0.9
C -0.55819 0.36308 -0.08262 -0.1 -1.1 0.7
O 0.65874 1.89970 -1.32863 -1.8 1.8 0.4
O -1.82011 -0.05273 0.18254 -1.5 2.3 -1.2
H 1.53265 0.20834 -0.38643 -2.4 1.3 -0.1
H -0.04624 -2.40435 2.05875 0.0 -0.6 0.3
H 1.27250 1.79806 -2.02205 1.5 -0.1 -1.3